[1]
Molecular formula: C4H3FO
Method: DFT, wB97M-V/def2-TZVPD

Energy above the lowest of the compared OMol25 structures with the same formula, charge and spin, kcal/mol: 83.4
Lowest unoccupied orbital energy, eV: -0.62
Charge: 0
Total energy, Eh: -329.15297
Frontier orbital gap, eV: 8.702

Structure (XYZ):
```
9
Properties=species:S:1:pos:R:3:nbo_charge:R:1
C -0.0699 -0.1322 1.6680 -0.527
C 0.6560 0.6030 -0.3436 0.561
C -0.9022 -0.8982 1.1151 0.598
C 0.0926 0.2178 -1.4431 -0.592
O -1.6740 -1.4948 0.4622 -0.504
F 1.6430 1.4076 -0.0547 -0.299
H 0.5629 0.2044 2.4345 0.260
H 0.4258 0.5635 -2.4125 0.244
H -0.7341 -0.4710 -1.4260 0.259
```


[2]
Molecular formula: C49H51IrN4O3PS3Sb
Method: DFT, wB97M-V/def2-TZVPD

Multiplicity: 2
Energy above the lowest of the compared OMol25 structures with the same formula, charge and spin, kcal/mol: 25.7
⟨S²⟩: 0.7531
Lowest unoccupied orbital energy (spin up / spin down), eV: -2.48 / -2.47
Charge: +1
Total energy, Eh: -4222.87242
Frontier orbital gap (spin up / spin down), eV: 6.431 / 6.440

Structure (XYZ):
```
113
Properties=species:S:1:pos:R:3:lowdin_charge:R:1
Ir -0.1303 -0.4643 -0.2400 0.793
C -2.1402 -0.6285 3.4236 -0.073
C -0.6591 -0.4474 3.4409 -0.627
N 0.0883 -0.5338 2.3861 0.015
C 1.4149 -0.3692 2.6861 -0.353
C 1.6815 -0.1452 3.9994 -0.332
S 0.2252 -0.1430 4.8883 1.091
C 2.3938 -0.4579 1.6047 -0.339
C 3.7352 -0.2947 1.7331 -0.329
S 4.4948 -0.4720 0.2184 1.124
C 2.9844 -0.7506 -0.5291 -0.621
N 1.9777 -0.7486 0.3158 -0.065
C 2.8808 -0.8440 -2.0068 -0.080
H -2.4444 -0.8187 2.3963 0.030
H -2.6572 0.2544 3.8013 0.086
H -2.4356 -1.4794 4.0387 0.082
H 2.6306 0.0259 4.4797 0.080
H 4.2914 -0.0714 2.6275 0.085
H 3.8425 -1.1060 -2.4470 0.085
H 2.5562 0.1255 -2.3888 0.082
H 2.1144 -1.5483 -2.3115 0.026
O 0.1429 -1.1565 -2.9867 -0.159
N -0.8468 -1.3051 -3.8011 -0.223
C -1.7704 -2.2640 -3.5638 -0.031
C -2.8415 -2.4345 -4.4135 -0.039
C -2.9788 -1.6231 -5.5302 -0.062
C -2.0198 -0.6472 -5.7546 -0.041
C -0.9655 -0.5002 -4.8796 -0.021
H -1.5873 -2.8315 -2.6619 0.096
H -3.5631 -3.2075 -4.1885 0.116
H -3.8114 -1.7471 -6.2075 0.112
H -2.0796 0.0144 -6.6070 0.117
H -0.1833 0.2376 -4.9689 0.145
C -2.5570 1.7871 0.5092 -0.223
P -2.1692 0.4140 -0.6231 0.637
C -3.6665 -0.6167 -0.5137 -0.287
C -2.3781 1.1832 -2.2559 -0.222
H -3.6367 1.9398 0.5542 0.056
H -2.0799 2.7006 0.1554 0.042
H -2.1636 1.5740 1.5007 0.028
H -4.5435 0.0015 -0.7105 0.054
H -3.7508 -1.0706 0.4731 0.018
H -3.6135 -1.4241 -1.2436 0.023
H -3.2436 1.8482 -2.2497 0.059
H -2.5367 0.4174 -3.0122 0.022
H -1.4804 1.7529 -2.4990 0.051
C -2.7707 8.6053 0.4057 -0.049
C -2.0617 7.6527 1.3313 -0.230
C -2.1361 7.8471 2.7045 -0.055
C -1.5148 6.9690 3.5795 -0.084
C -0.7727 5.9171 3.0791 -0.027
C -0.6711 5.7167 1.7026 -0.210
N 0.0911 4.6196 1.2542 0.096
C 1.0601 4.6515 0.2745 -0.201
C 1.6869 5.8529 -0.0836 -0.024
C 2.6818 5.8735 -1.0400 -0.074
C 3.0927 4.7033 -1.6723 -0.089
C 2.4727 3.5161 -1.3356 -0.029
C 1.4650 3.4678 -0.3740 -0.071
C 0.8177 2.1673 -0.0655 -0.574
O 0.8023 1.2759 -1.0100 -0.199
O 0.3079 1.9262 1.0372 -0.037
C -1.3518 6.5590 0.8141 -0.171
C -1.3832 6.2821 -0.6645 -0.032
H -3.1707 9.4528 0.9596 0.076
H -3.6045 8.1196 -0.1068 0.082
H -2.1004 8.9888 -0.3656 0.085
H -2.6922 8.6927 3.0902 0.108
H -1.5862 7.1230 4.6484 0.102
H -0.2381 5.2487 3.7432 0.111
H -0.0358 3.7184 1.6939 0.115
H 1.3897 6.7660 0.4160 0.121
H 3.1533 6.8158 -1.2895 0.107
H 3.8803 4.7243 -2.4128 0.099
H 2.7536 2.5912 -1.8236 0.105
H -1.1408 5.2420 -0.8776 0.072
H -0.6677 6.8980 -1.2162 0.090
H -2.3728 6.4915 -1.0704 0.076
S -1.2327 -2.4954 0.3106 0.142
Sb -0.3546 -4.6523 0.2533 1.431
C 0.3577 -4.7854 -1.7107 -0.368
C -0.2038 -5.6368 -2.6576 -0.116
C 0.3625 -5.7110 -3.9223 -0.068
C 1.5069 -4.9828 -4.2148 -0.057
C 2.0818 -4.1663 -3.2526 -0.061
C 1.5132 -4.0690 -1.9912 -0.129
C -2.2009 -5.5312 0.7353 -0.374
C -2.8370 -6.4881 -0.0471 -0.111
C -4.0915 -6.9519 0.3265 -0.070
C -4.6873 -6.4809 1.4864 -0.065
C -4.0346 -5.5456 2.2781 -0.064
C -2.7889 -5.0630 1.9067 -0.147
C 0.9415 -4.6803 1.9029 -0.353
C 0.7487 -5.6089 2.9194 -0.116
C 1.5890 -5.5849 4.0246 -0.067
C 2.6274 -4.6668 4.0855 -0.059
C 2.8228 -3.7576 3.0545 -0.061
C 1.9796 -3.7594 1.9537 -0.115
H -1.0889 -6.2171 -2.4389 0.081
H -0.0815 -6.3525 -4.6720 0.112
H 1.9577 -5.0583 -5.1955 0.113
H 2.9739 -3.5994 -3.4834 0.112
H 1.9476 -3.4120 -1.2479 0.083
H -2.3737 -6.8831 -0.9401 0.082
H -4.5956 -7.6889 -0.2843 0.111
H -5.6614 -6.8489 1.7797 0.112
H -4.4971 -5.1876 3.1884 0.112
H -2.2937 -4.3109 2.5087 0.088
H -0.0564 -6.3324 2.8704 0.101
H 1.4355 -6.2886 4.8319 0.112
H 3.2900 -4.6606 4.9409 0.112
H 3.6275 -3.0354 3.1066 0.107
H 2.0988 -3.0187 1.1750 0.072
```


[3]
Molecular formula: C9H30B2F3N2O6SV
Method: DFT, wB97M-V/def2-TZVPD

Multiplicity: 2
Energy above the lowest of the compared OMol25 structures with the same formula, charge and spin, kcal/mol: 28.0
⟨S²⟩: 0.7699
Lowest unoccupied orbital energy (spin up / spin down), eV: 2.34 / 2.35
Charge: -1
Total energy, Eh: -2613.32084
Frontier orbital gap (spin up / spin down), eV: 8.383 / 8.546

Structure (XYZ):
```
54
Properties=species:S:1:pos:R:3:nbo_charge:R:1
O -0.6792 -0.7848 0.1131 -0.524
V -0.6589 0.1334 1.3978 1.223
B 0.3375 -1.2425 2.9690 -0.766
H 0.8019 -2.0150 3.6905 0.048
H 0.6021 -0.1763 3.2404 0.062
H 0.8271 -1.3640 1.9503 0.074
H -0.7935 -1.3092 2.9716 0.002
B 1.2228 1.2665 0.6920 -0.741
H 0.3735 1.4261 -0.0429 0.000
H 2.0509 2.0489 0.4974 0.038
H 0.8172 1.4164 1.7400 0.046
H 1.6279 0.1817 0.6813 0.049
C -0.0420 3.9670 3.6761 0.719
F 0.7160 3.7915 2.5765 -0.316
F 0.6950 4.4714 4.6623 -0.312
F -1.0281 4.8149 3.3384 -0.330
S -0.7466 2.3123 4.2690 2.341
O -1.9729 2.6674 4.9432 -0.990
O -1.0238 1.5360 3.0527 -1.002
O 0.2382 1.6965 5.1414 -0.936
C 5.3820 -2.5921 -4.5147 -0.616
C 4.0030 -3.1464 -4.2394 -0.075
C 3.0368 -2.0183 -3.8046 -0.064
O 1.8713 -2.5470 -3.2440 -0.550
C 0.9523 -1.5745 -2.7808 -0.252
N 3.4812 -3.8741 -5.3997 -0.828
H 5.6999 -1.9296 -3.7106 0.219
H 5.3488 -1.9322 -5.3901 0.192
H 6.0767 -3.3966 -4.7444 0.219
H 3.9499 -3.7332 -3.3176 0.197
H 2.8417 -1.3209 -4.6342 0.141
H 3.5362 -1.3644 -3.0748 0.162
H 0.1127 -2.1334 -2.3814 0.202
H 0.6476 -0.8397 -3.5326 0.155
H 1.3984 -0.9904 -1.9693 0.197
H 3.5970 -3.2347 -6.1832 0.337
H 2.4775 -3.9992 -5.3152 0.364
C -5.1269 -0.3796 1.2117 -0.619
C -3.6508 -0.0329 0.9214 -0.073
C -3.4339 1.4495 0.7525 -0.068
O -2.1016 1.6526 0.3462 -0.512
C -1.7935 3.0309 0.2110 -0.252
N -2.7884 -0.4702 2.0446 -0.774
H -5.7779 0.2612 0.6173 0.211
H -5.3442 -0.2231 2.2748 0.204
H -5.3095 -1.4486 1.1049 0.216
H -3.4444 -0.6206 0.0268 0.220
H -3.7041 2.0121 1.6533 0.193
H -4.1286 1.7556 -0.0422 0.177
H -2.1378 3.5772 1.0952 0.184
H -2.3044 3.4624 -0.6554 0.168
H -0.7221 3.1755 0.1167 0.240
H -3.1411 0.0590 2.8372 0.399
H -2.8687 -1.4726 2.1608 0.400
```